1.
# C9H13BNO

C9H13BNO as an isolated structure (the ωB97M-V functional and the def2-TZVPD basis, OMol25).

## Properties
- Molecular weight: 162.02 Da
- Frontier orbital gap: 9.0 eV
- Total energy: -13744.887 eV
- Energy above the lowest of the compared OMol25 structures with the same formula, charge and spin: 89.01 kcal/mol
- HOMO level: -11.94 eV

```
! wB97M-V def2-TZVPD RIJCOSX def2/J DEFGRID3
* xyz 1 1
O 0.978 0.842 0.453
N 0.454 -0.697 2.284
C -0.410 -0.252 -2.126
C 1.309 -1.301 1.238
C -0.664 2.127 -3.107
C 0.078 1.152 -2.278
C -1.715 2.301 -2.327
C -1.158 1.431 -1.167
C -0.676 -1.535 2.675
C 1.968 -0.141 0.569
C -1.339 -0.048 -1.187
B 0.301 1.326 -0.789
H -1.391 -0.929 3.211
H -0.230 -1.189 -2.702
H 0.068 0.273 1.511
H -0.549 2.456 -4.141
H -2.304 3.135 -2.187
H 2.108 -1.952 1.552
H -1.057 -1.985 1.776
H 0.700 -1.817 0.382
H -0.374 -2.267 3.425
H 0.877 -0.306 3.125
H 2.735 0.453 1.071
H -2.044 -0.776 -0.794
H 2.338 -0.301 -0.467
*
```

=====

2.
# C9H13Br2N2O3PSi

The molecule C9H13Br2N2O3PSi (the ωB97M-V functional and the def2-TZVPD basis, OMol25).

## Properties
- Molecular weight: 416.08 Da
- Frontier orbital gap: 9.2 eV
- Total energy: -175922.151 eV
- SMILES: N=P(O)(O)[Si](Br)(Br)CCC(=O)Nc1ccccc1
- HOMO level: -9.17 eV

```
! wB97M-V def2-TZVPD RIJCOSX def2/J DEFGRID3
* xyz 0 1
Br -3.770 -1.495 2.460
Br -1.835 1.261 1.240
P -3.173 -1.193 -1.058
Si -2.210 -0.916 0.940
O -2.172 -0.857 -2.310
O 1.064 -0.716 3.006
O -3.618 -2.750 -1.196
N -4.407 -0.272 -1.227
N 2.629 -0.017 1.502
C 0.587 -1.249 0.703
C 1.474 3.049 -0.233
C -0.685 -1.991 1.218
C 1.394 -0.647 1.837
C 2.513 1.597 -1.834
C 1.851 2.754 -1.516
C 2.790 0.677 -0.845
C 2.385 0.968 0.434
C 1.744 2.133 0.767
H -1.418 -1.467 -2.253
H -0.840 -2.871 0.582
H -0.588 -2.275 2.267
H 1.253 -1.933 0.164
H 1.621 3.448 -2.319
H -3.729 -2.957 -2.136
H -4.551 0.323 -0.416
H 2.817 1.372 -2.850
H 0.251 -0.499 -0.022
H 1.430 2.323 1.788
H 3.301 -0.257 -1.046
H 2.949 0.504 2.311
H 0.940 3.952 0.042
*
```

=====

3.
# C9H13Cl19

A 7-piece molecular cluster, C9H13Cl19 overall (the ωB97M-V functional and the def2-TZVPD basis, OMol25).

## Properties
- Molecular weight: 794.81 Da
- Frontier orbital gap: 10.8 eV
- Total energy: -247469.819 eV
- Energy above the lowest of the compared OMol25 structures with the same formula, charge and spin: 11.93 kcal/mol
- SMILES: ClC(Cl)Cl.ClC(Cl)Cl.ClC(Cl)Cl.ClC(Cl)Cl.ClC(Cl)Cl.ClCCCl.ClCCCl
- HOMO level: -10.69 eV

```
! wB97M-V def2-TZVPD RIJCOSX def2/J DEFGRID3
* xyz 0 1
Cl 4.553 -13.359 14.050
Cl 8.548 -11.400 16.331
Cl 0.877 -14.283 16.072
Cl 6.713 -17.893 14.449
Cl 13.901 -13.036 14.399
Cl 5.583 -9.107 19.259
Cl 10.613 -15.890 18.953
Cl 10.920 -14.466 14.531
Cl 5.865 -6.417 18.101
Cl 8.138 -8.189 18.187
Cl 7.825 -12.992 13.194
Cl 9.808 -14.232 21.173
Cl 7.875 -15.827 16.098
Cl 8.266 -15.730 12.159
Cl 7.050 -13.653 10.486
Cl 7.014 -18.420 17.264
Cl 8.636 -16.905 20.872
Cl 5.623 -11.104 16.216
Cl 6.926 -12.725 18.375
C 13.185 -13.704 15.886
C 2.535 -14.522 15.571
C 6.393 -8.133 17.996
C 6.994 -12.109 16.699
C 11.685 -13.575 15.912
C 7.245 -14.273 12.107
C 9.255 -15.450 20.066
C 7.705 -17.567 15.866
C 3.051 -13.202 14.984
H 2.329 -12.687 14.357
H 11.261 -12.593 15.737
H 6.050 -8.560 17.065
H 13.440 -14.765 15.894
H 6.857 -13.013 16.115
H 2.535 -15.163 14.685
H 8.462 -15.042 19.455
H 3.268 -12.484 15.776
H 11.281 -14.010 16.823
H 3.186 -14.975 16.310
H 13.729 -13.272 16.722
H 8.670 -17.997 15.632
H 6.328 -14.638 12.551
*
```